ORCA calculation (ωB97M-V/def2-TZVPD) on a structure of composition C28H56ClFeIO60S14 at a distorted geometry.

Structure (ORCA input):
```
! wB97M-V def2-TZVPD RIJCOSX def2/J DEFGRID3
* xyz 0 5
Fe -10.35920 21.40113 -4.04728
I -8.02174 22.12707 -3.19115
Cl -10.05967 20.82733 -6.96560
O -9.77568 19.94101 -5.90266
O -10.74606 21.91994 -6.33329
O -8.93098 21.29180 -7.71985
O -10.91249 20.18932 -7.91454
C -5.61566 16.03370 -10.86556
C -6.27488 16.76018 -12.02206
O -5.35628 17.81783 -12.28238
S -5.00190 18.49429 -10.81044
O -5.97809 19.56411 -10.48637
O -3.55226 18.78568 -10.70003
O -5.33353 17.08467 -9.99352
H -4.66325 15.51505 -10.97516
H -6.25655 15.35367 -10.30440
H -7.28392 17.16277 -11.93344
H -6.45116 16.12836 -12.89259
C -9.44703 22.31210 -13.78028
C -10.35335 23.34099 -13.17849
O -10.92109 22.84107 -12.01317
S -10.67817 21.12860 -11.81180
O -11.93000 20.41396 -11.65416
O -9.54682 20.77314 -10.92126
O -10.19657 21.17893 -13.43094
H -8.46795 22.27783 -13.30244
H -9.49532 22.37315 -14.86750
H -11.10447 23.55089 -13.93998
H -9.81763 24.24084 -12.87620
C -5.13690 25.18840 -5.28648
C -6.59832 25.41390 -5.51161
O -6.77061 26.55698 -6.28689
S -5.45505 27.01438 -7.11061
O -5.36629 28.47311 -7.13432
O -5.52369 26.30869 -8.36186
O -4.54525 26.36198 -5.90759
H -4.84772 24.24855 -5.75674
H -4.91805 24.99378 -4.23656
H -7.10908 25.57197 -4.56175
H -7.09695 24.53267 -5.91523
C -10.30439 15.76289 -2.62419
C -11.01677 15.97621 -3.92372
O -11.17560 17.36972 -4.13751
S -11.04927 18.18720 -2.77617
O -12.36577 18.11046 -2.10954
O -10.35856 19.41750 -2.96982
O -10.11090 17.01476 -2.08838
H -9.36644 15.20787 -2.60648
H -10.91119 15.18218 -1.92945
H -11.97524 15.45772 -3.94835
H -10.52189 15.52422 -4.78332
C -10.30640 16.76900 -12.53852
C -9.60746 17.85949 -13.46742
O -10.17691 17.78138 -14.71135
S -11.76472 17.41154 -14.63163
O -12.10324 16.46344 -15.73708
O -12.51607 18.70342 -14.40674
O -11.49965 16.45199 -13.21153
H -10.61989 17.12893 -11.55858
H -9.60267 15.95112 -12.38380
H -8.61264 17.46773 -13.67941
H -9.64622 18.88717 -13.10620
C -16.11118 19.98042 -3.82560
C -15.49884 19.69255 -2.44923
O -14.49884 20.65425 -2.24378
S -14.11624 21.55916 -3.59259
O -12.63627 21.30816 -3.93445
O -14.68645 22.90077 -3.46182
O -15.13373 20.69679 -4.55491
H -16.98182 20.63514 -3.86327
H -16.27624 19.02562 -4.32480
H -15.10867 18.67677 -2.38539
H -16.32344 19.80508 -1.74533
C -6.27513 22.87890 -9.35309
C -6.99686 23.49598 -10.54670
O -6.08252 23.44398 -11.53563
S -4.48309 23.03618 -10.99309
O -3.56717 24.08913 -11.50161
O -4.10872 21.64622 -11.27405
O -4.93817 23.25035 -9.41683
H -6.45234 21.81070 -9.47817
H -6.69748 23.10820 -8.37476
H -7.00386 24.53870 -10.22920
H -7.91225 22.94353 -10.75872
C -9.57070 17.07745 -7.67051
C -8.57111 17.46180 -8.72071
O -9.04256 16.70852 -9.83980
S -9.58948 15.20185 -9.33512
O -8.45324 14.33167 -9.11340
O -10.71691 14.69681 -10.11760
O -10.00755 15.74644 -7.83345
H -10.41169 17.73955 -7.87658
H -9.23434 17.29755 -6.65734
H -7.56345 17.04750 -8.68765
H -8.45018 18.49328 -9.05166
C -10.39872 26.08622 -8.87693
C -8.99288 26.57145 -8.38112
O -8.42829 27.31630 -9.45540
S -9.15987 27.12820 -10.92060
O -8.24484 26.28666 -11.70197
O -9.67907 28.44798 -11.39272
O -10.34684 26.17305 -10.26447
H -11.21982 26.70912 -8.52212
H -10.41037 25.04266 -8.56238
H -8.36694 25.70459 -8.16929
H -9.11765 27.24935 -7.53674
C -13.87494 21.92933 -7.57799
C -13.35874 23.08076 -8.35140
O -14.55183 23.78247 -8.63496
S -15.72771 23.77358 -7.40169
O -17.02436 23.27611 -7.92972
O -15.73916 25.07359 -6.79370
O -14.82462 22.56454 -6.59274
H -13.11397 21.37823 -7.02543
H -14.55183 21.40797 -8.25482
H -12.94651 22.52651 -9.19458
H -12.62626 23.70544 -7.84017
C -2.60978 20.49822 -6.62928
C -3.51995 21.36101 -7.41361
O -4.83685 21.03149 -6.87820
S -4.87781 19.39840 -6.40687
O -5.47417 18.74861 -7.54885
O -5.51334 19.26321 -5.14817
O -3.23118 19.25897 -6.50435
H -2.47543 20.81527 -5.59511
H -1.56960 20.46406 -6.95326
H -3.58763 21.10265 -8.47038
H -3.44813 22.43485 -7.24093
C -12.95506 26.98731 -4.42458
C -12.03219 27.22924 -3.23331
O -10.99317 26.34622 -3.45855
S -11.06750 25.37093 -4.80659
O -10.84814 23.88063 -4.62158
O -10.36838 26.14437 -5.84701
O -12.65712 25.64439 -4.82695
H -12.74222 27.63697 -5.27355
H -13.98215 27.02736 -4.06182
H -12.44480 26.98974 -2.25326
H -11.57567 28.21747 -3.28887
C -10.55979 22.33378 1.52722
C -12.01942 21.77347 1.40627
O -12.54645 22.21682 0.21868
S -11.43233 22.87233 -0.74417
O -11.64242 24.34693 -0.79621
O -11.22904 22.19476 -2.06858
O -10.14774 22.53068 0.20678
H -9.85995 21.63521 1.98583
H -10.46197 23.31280 1.99632
H -12.59547 22.26363 2.19114
H -11.88229 20.71230 1.61413
C -13.38830 16.61548 -8.71670
C -14.65460 17.54746 -8.65699
O -15.19308 17.41776 -7.37789
S -13.98993 17.29446 -6.26828
O -14.31801 16.55966 -5.05483
O -13.39116 18.62681 -6.10163
O -13.05617 16.44714 -7.38922
H -12.57042 17.04299 -9.29673
H -13.54789 15.68123 -9.25506
H -15.40456 17.13238 -9.33031
H -14.31703 18.54059 -8.95339
*
```

Values from the calculation:
* E: -359468.8267 eV
* HOMO level (alpha / beta): -8.809 / -8.801 eV
* lowest unoccupied orbital energy (alpha / beta): -0.3 / -0.4 eV
* Kohn-Sham gap (alpha / beta): 8.53 / 8.38 eV
* ⟨S²⟩: 6.0066

Löwdin atomic charge list, values in e, 8 entries: 0.445, 0.247, 0.639, -0.353, -0.390, -0.290, -0.317, -0.173